# 1
Below is one molecule with the formula C3H3ClOS, with properties calculated with ωB97M-V/def2-TZVPD.

```
9
Properties=species:S:1:pos:R:3
C -0.53 0.21 -0.32
C -0.02 -1.29 -0.24
C -3.10 0.15 0.53
O -0.73 -2.23 -0.08
S -2.27 0.27 -0.95
Cl -4.70 -0.17 0.35
H 0.20 0.60 -1.08
H -0.48 0.77 0.53
H 1.02 -1.49 -0.37
```

orbital gap = 8.44 eV
total energy = -28561.3954 eV
net charge = 0
HOMO = -8.7 eV

# 2
Below is a 10-piece molecular cluster, C15H50O10 overall, with properties calculated with ωB97M-V/def2-TZVPD.

```
75
Properties=species:S:1:pos:R:3
C -0.47 4.29 2.70
C 0.11 4.47 1.36
C 0.97 5.70 1.34
O 0.89 3.30 0.90
H -0.93 5.26 3.04
H 0.32 3.87 3.32
H -1.15 3.42 2.71
H -0.68 4.52 0.64
H 0.44 6.67 1.63
H 1.48 5.82 0.38
H 1.67 5.57 2.17
H 1.81 3.45 1.19
C -3.15 -1.58 -1.26
C -2.49 -2.52 -2.18
C -3.09 -2.51 -3.58
O -1.06 -2.26 -2.31
H -2.41 -1.45 -0.47
H -4.05 -2.06 -0.91
H -3.42 -0.63 -1.66
H -2.62 -3.57 -1.84
H -2.97 -1.49 -4.11
H -4.16 -2.79 -3.48
H -2.66 -3.27 -4.21
H -0.92 -1.46 -2.79
C -5.43 -0.64 3.93
C -5.03 -1.37 2.64
C -3.92 -2.32 2.75
O -6.15 -2.01 1.98
H -4.66 0.15 4.14
H -5.41 -1.34 4.79
H -6.44 -0.19 3.77
H -4.79 -0.59 1.89
H -4.19 -3.02 3.56
H -2.95 -1.82 3.01
H -3.78 -2.85 1.80
H -6.64 -2.58 2.55
C 2.25 -1.06 -2.81
C 1.46 -0.37 -3.93
C 1.08 -1.30 -5.10
O 0.19 0.11 -3.43
H 3.19 -1.50 -3.16
H 1.73 -1.90 -2.32
H 2.67 -0.35 -2.06
H 2.00 0.53 -4.29
H 0.44 -2.04 -4.63
H 1.91 -1.88 -5.56
H 0.54 -0.69 -5.85
H 0.43 0.64 -2.73
C 5.12 -0.03 1.79
C 4.59 1.28 1.26
C 3.42 1.01 0.30
O 4.09 2.08 2.33
H 5.97 0.15 2.43
H 5.42 -0.71 1.02
H 4.30 -0.51 2.35
H 5.41 1.84 0.73
H 2.66 0.43 0.77
H 3.78 0.43 -0.55
H 3.01 1.83 -0.25
H 4.80 2.48 2.82
O -0.05 -1.01 1.76
H 0.62 -1.61 1.43
H 0.25 -0.69 2.65
O 3.76 -3.26 1.08
H 4.70 -3.07 1.08
H 3.32 -2.51 0.73
O -0.20 0.10 -0.71
H -0.54 -0.76 -1.06
H -0.10 0.04 0.23
O 1.46 3.34 -1.97
H 0.66 3.15 -2.51
H 1.10 3.16 -1.07
O 0.78 -3.02 0.30
H 1.35 -3.75 0.10
H 0.42 -2.76 -0.55
```

orbital gap = 10.69 eV
SMILES = CC(C)O.CC(C)O.CC(C)O.CC(C)O.CC(C)O.O.O.O.O.O
total energy = -36840.4124 eV
net charge = 0
HOMO = -10.2 eV

# 3
Below is a 7-piece molecular cluster, C27H44N6O3 overall, with properties calculated with ωB97M-V/def2-TZVPD.

```
80
Properties=species:S:1:pos:R:3
C 1.10 3.26 -4.71
O 0.77 1.79 -4.86
C -0.24 1.44 -3.97
C -0.25 -0.04 -3.93
N -1.25 -0.72 -3.04
H -1.18 -0.07 -2.12
H -2.22 -0.60 -3.36
C -0.97 -2.07 -2.68
C -1.86 -2.64 -1.53
O -1.27 -3.90 -1.24
C -2.06 -4.50 -0.10
H 1.95 3.55 -5.34
H 1.32 3.55 -3.59
H 0.36 3.89 -5.06
H -1.15 1.93 -4.13
H 0.18 1.61 -2.96
H 0.82 -0.34 -3.47
H -0.38 -0.71 -4.99
H 0.09 -2.40 -2.40
H -1.41 -2.67 -3.44
H -2.91 -2.43 -1.70
H -1.90 -1.75 -0.64
H -1.26 -5.21 0.42
H -2.72 -5.24 -0.28
H -2.45 -3.60 0.39
C -0.23 0.79 -0.10
O -1.42 0.74 -0.96
H 0.69 1.29 -0.51
H 0.11 -0.15 0.14
H -0.58 1.36 0.91
N -2.21 3.46 -1.55
C -3.37 3.61 -0.99
C -3.89 4.80 -1.52
C -2.90 5.41 -2.41
C -1.82 4.52 -2.39
H -1.54 2.48 -1.57
H -3.81 2.87 -0.32
H -4.97 4.97 -1.17
H -3.04 6.41 -2.84
H -0.94 4.56 -2.86
N -2.80 -0.33 1.20
C -4.14 -0.75 0.98
C -4.46 -1.45 2.14
C -3.23 -1.43 3.11
C -2.27 -0.77 2.40
H -2.25 0.22 0.45
H -4.79 -0.54 0.12
H -5.52 -1.83 2.46
H -3.23 -1.96 3.99
H -1.11 -0.48 2.65
N 1.69 -1.76 3.89
C 1.13 -2.22 2.75
C 1.32 -3.65 2.87
C 1.73 -3.95 4.26
C 2.17 -2.74 4.79
H 1.79 -0.80 3.93
H 0.60 -1.53 2.02
H 0.89 -4.55 2.20
H 1.78 -5.00 4.49
H 2.70 -2.47 5.75
N 2.95 0.06 -0.95
C 3.59 -1.03 -0.35
C 4.77 -1.14 -0.98
C 4.95 0.04 -1.90
C 3.83 0.79 -1.74
H 2.20 0.38 -0.65
H 3.03 -1.60 0.37
H 5.41 -1.84 -0.57
H 5.83 0.35 -2.49
H 3.66 1.65 -2.19
N 1.78 1.29 4.84
C 1.83 1.51 3.41
C 3.10 1.15 3.04
C 3.81 0.73 4.32
C 2.96 0.98 5.37
H 0.84 1.30 5.33
H 1.06 1.87 2.80
H 3.56 0.94 2.16
H 4.77 0.34 4.10
H 2.89 1.02 6.51
```

orbital gap = 7.99 eV
total energy = -43782.9546 eV
net charge = 0
HOMO = -7.8 eV

# 4
Below is C25H23CeClN2P as an isolated structure, with properties calculated with ωB97M-V/def2-TZVPD.

```
53
Properties=species:S:1:pos:R:3
Ce 0.30 0.72 1.94
Cl 0.55 1.95 4.10
P 0.42 0.88 -0.68
C -1.00 0.08 -1.36
C -0.80 -0.68 -2.52
C -1.90 -1.23 -3.16
C -3.17 -1.06 -2.61
C -3.36 -0.36 -1.42
C -2.27 0.22 -0.79
C 0.17 2.74 -0.73
C 1.03 3.64 -0.06
C 0.87 5.02 -0.20
C -0.14 5.51 -1.05
C -0.99 4.63 -1.73
C -0.82 3.26 -1.60
C 2.02 0.54 -1.38
C 3.06 -0.01 -0.62
C 4.31 -0.19 -1.19
C 4.49 0.14 -2.54
C 3.45 0.65 -3.31
C 2.20 0.87 -2.73
H 1.85 3.27 0.58
H 1.52 5.69 0.38
H -0.29 6.59 -1.13
H -1.80 5.02 -2.36
H -1.45 2.58 -2.18
H 0.19 -0.82 -2.93
H -1.75 -1.83 -4.05
H -4.01 -1.55 -3.08
H -4.34 -0.27 -0.95
H -2.40 0.81 0.11
H 2.90 -0.29 0.42
H 5.12 -0.56 -0.55
H 5.46 -0.01 -2.99
H 3.61 0.90 -4.36
H 1.40 1.29 -3.31
H 0.25 -4.58 -3.31
H 1.02 -4.54 -3.27
N 0.13 -3.69 2.53
C 0.71 -2.61 1.96
N 0.13 -1.48 2.42
C -0.93 -1.86 3.28
C -1.63 -1.01 4.13
C -2.36 -1.65 5.14
C -2.31 -3.03 5.30
C -1.55 -3.86 4.45
C -0.90 -3.25 3.39
H 0.43 -4.67 2.44
H 1.42 -2.54 1.16
H -1.59 0.09 4.00
H -2.97 -1.01 5.77
H -2.86 -3.53 6.08
H -1.42 -4.93 4.59
```

orbital gap (spin up / spin down) = 7.71 / 7.75 eV
spin multiplicity = 2
total energy = -64004.2194 eV
net charge = +2
HOMO (spin up / spin down) = -14.4 / -14.4 eV

# 5
Below is an isolated ion of composition C2HClNOS2 and charge -1, with properties calculated with ωB97M-V/def2-TZVPD.

```
8
Properties=species:S:1:pos:R:3
C -1.08 -0.53 -3.29
C -0.69 0.91 -1.35
N -1.09 0.43 -2.45
O -1.48 -1.51 -0.39
S -0.38 2.50 -1.01
S -0.73 -0.35 0.12
Cl 0.55 -0.97 -3.52
H 0.72 -0.61 0.01
```

orbital gap = 7.05 eV
total energy = -39819.1150 eV
net charge = -1
HOMO = -3.8 eV

# 6
Below is C21H24Br39FN2 as an isolated structure, with properties calculated with ωB97M-V/def2-TZVPD.

```
87
Properties=species:S:1:pos:R:3
C -1.71 0.63 -2.96
C -1.47 -0.21 -4.21
C -0.22 -1.09 -4.00
C -2.66 -0.99 -4.71
C -3.46 -1.71 -3.67
F -4.11 -2.70 -4.30
C -2.65 -2.35 -2.66
N -2.06 -2.89 -1.93
C -4.53 -0.90 -2.98
C -5.46 -0.42 -3.93
N -6.14 -0.07 -4.71
H -2.66 1.14 -2.97
H -0.96 1.39 -2.93
H -1.57 0.05 -2.07
H -1.22 0.49 -4.98
H 0.20 -0.84 -3.06
H -0.47 -2.14 -4.00
H 0.50 -0.85 -4.74
H -2.29 -1.75 -5.38
H -3.32 -0.37 -5.29
H -4.16 -0.14 -2.34
H -5.07 -1.58 -2.36
C 3.75 1.62 -1.85
Br 3.41 3.46 -1.40
Br 2.65 0.43 -0.81
Br 3.57 1.32 -3.75
H 4.77 1.41 -1.60
C -0.70 1.42 1.88
Br 0.96 2.39 1.85
Br -2.12 2.39 1.01
Br -0.53 -0.36 1.14
H -0.99 1.30 2.91
C 0.79 -4.96 -5.57
Br 1.68 -6.64 -5.22
Br -0.38 -4.46 -4.13
Br 2.05 -3.57 -5.99
H 0.18 -5.11 -6.45
C -2.18 -4.09 2.63
Br -2.15 -3.91 0.72
Br -1.32 -2.63 3.54
Br -3.97 -4.34 3.29
H -1.62 -4.98 2.89
C -0.71 -1.98 7.79
Br 0.95 -1.03 7.70
Br -2.15 -1.00 6.98
Br -0.56 -3.75 7.06
H -0.96 -2.10 8.84
C 5.55 6.68 -3.25
Br 6.47 5.00 -3.10
Br 4.21 6.65 -4.64
Br 4.81 7.23 -1.56
H 6.28 7.42 -3.54
C -1.33 -6.43 9.80
Br 0.12 -7.71 9.85
Br -2.93 -7.13 10.60
Br -0.82 -4.75 10.59
H -1.54 -6.24 8.76
C -6.86 -3.68 6.13
Br -5.10 -3.14 6.70
Br -6.90 -5.52 5.55
Br -8.18 -3.33 7.48
H -7.11 -3.07 5.27
C -7.47 -6.78 1.87
Br -8.91 -7.77 2.66
Br -5.84 -7.81 1.82
Br -7.93 -6.10 0.13
H -7.28 -5.93 2.51
C 5.93 9.76 1.92
Br 4.27 9.00 2.53
Br 7.34 8.45 1.89
Br 5.73 10.62 0.21
H 6.21 10.52 2.63
C 9.89 5.40 0.57
Br 8.23 4.66 1.20
Br 11.31 4.09 0.57
Br 9.69 6.21 -1.16
H 10.18 6.18 1.26
C -6.62 3.54 -1.84
Br -6.25 4.29 -3.57
Br -7.79 2.02 -1.95
Br -5.00 3.12 -0.89
H -7.13 4.30 -1.27
C 11.20 3.44 -3.72
Br 9.55 2.70 -3.08
Br 12.63 2.15 -3.70
Br 10.99 4.25 -5.45
H 11.48 4.23 -3.04
```

orbital gap = 9.54 eV
total energy = -2759514.8952 eV
net charge = 0
HOMO = -9.9 eV

# 7
Below is C10H14AsCoF5N2O7Te as an isolated structure, with properties calculated with ωB97M-V/def2-TZVPD.

```
41
Properties=species:S:1:pos:R:3
Co 0.00 0.44 -1.09
O -3.96 -0.61 -0.46
C -2.75 -0.15 -0.48
O -1.87 -0.49 -1.29
C -2.40 0.84 0.57
C -3.20 1.30 1.61
C -2.63 2.21 2.51
C -1.30 2.61 2.35
C -0.60 2.11 1.27
N -1.15 1.25 0.41
C 0.84 2.48 0.88
O 1.62 3.02 1.83
O 1.27 1.17 0.45
H -4.14 -1.27 -1.15
H -4.22 0.97 1.71
H -3.22 2.60 3.32
H -0.84 3.31 3.04
H 1.80 2.43 2.57
C 1.48 -3.00 -3.74
As 2.27 -1.79 -2.51
C 3.52 -0.61 -3.33
C 3.00 -2.68 -0.99
O 0.95 -0.79 -1.91
H 2.29 -3.62 -4.15
H 1.00 -2.46 -4.55
H 0.76 -3.64 -3.22
H 4.35 -1.22 -3.69
H 3.88 0.10 -2.60
H 3.06 -0.10 -4.17
H 3.86 -3.25 -1.33
H 2.25 -3.36 -0.58
H 3.31 -1.95 -0.25
F 1.68 2.48 -2.45
Te 2.25 3.87 -1.29
F 3.28 2.59 -0.48
F 2.75 5.13 -0.09
F 1.05 4.96 -2.12
F 3.57 4.26 -2.46
O 0.74 3.32 -0.21
O -0.38 1.51 -3.82
N -0.55 1.49 -2.74
```

orbital gap (spin up / spin down) = 8.50 / 6.81 eV
spin multiplicity = 5
total energy = -147223.4539 eV
net charge = +3
HOMO (spin up / spin down) = -20.5 / -20.4 eV

# 8
Below is a 3-piece molecular cluster, C17H34FNO11S3 overall, with properties calculated with ωB97M-V/def2-TZVPD.

```
67
Properties=species:S:1:pos:R:3
C 0.84 4.94 -1.12
C 0.83 4.47 -2.55
O 1.17 5.19 -3.44
O 0.50 3.18 -2.84
C -0.69 2.65 -2.25
C -0.72 1.12 -2.38
C 0.62 0.39 -2.37
N 0.95 -0.26 -1.07
C 1.87 -1.41 -1.24
O 2.91 -1.12 -2.15
C 4.22 -1.14 -1.59
O 5.02 -0.18 -2.21
C 4.65 1.13 -1.84
C 5.46 2.14 -2.66
O 5.46 3.41 -2.01
S 1.40 0.75 0.11
O 2.28 0.13 1.04
O 1.69 2.08 -0.32
F 0.00 0.84 0.83
H 0.37 5.92 -1.08
H 0.34 4.29 -0.42
H 1.87 5.04 -0.79
H -0.84 2.95 -1.22
H -1.54 3.04 -2.82
H -1.36 0.73 -1.59
H -1.24 0.88 -3.31
H 0.56 -0.44 -3.07
H 1.44 1.02 -2.72
H 1.24 -2.19 -1.66
H 2.24 -1.76 -0.29
H 4.67 -2.11 -1.82
H 4.19 -0.95 -0.52
H 4.82 1.33 -0.78
H 3.60 1.30 -2.08
H 6.48 1.79 -2.80
H 4.95 2.26 -3.62
H 4.56 3.55 -1.67
O -3.11 -2.10 3.66
S -3.16 -0.66 3.77
O -4.21 0.09 3.12
C -3.07 -0.21 5.50
C -1.58 -0.08 5.77
C -0.99 0.66 4.57
C -1.56 0.01 3.30
H -3.57 -0.97 6.09
H -3.58 0.74 5.61
H -1.39 0.44 6.71
H -1.13 -1.08 5.85
H -1.28 1.71 4.61
H 0.10 0.63 4.56
H -1.71 0.72 2.50
H -0.95 -0.82 2.96
O -2.25 -1.53 -1.57
S -1.83 -2.80 -1.02
O -0.44 -3.19 -1.08
C -2.43 -2.92 0.66
C -3.81 -3.55 0.52
C -3.65 -4.67 -0.52
C -2.87 -4.10 -1.70
H -2.44 -1.93 1.12
H -1.74 -3.57 1.21
H -4.16 -3.93 1.48
H -4.52 -2.81 0.17
H -3.10 -5.51 -0.08
H -4.62 -5.06 -0.84
H -2.23 -4.84 -2.18
H -3.52 -3.64 -2.44
```

orbital gap = 10.47 eV
SMILES = CC(=O)OCCCN(COCOCCO)S(=O)(=O)F.O=S1(=O)CCCC1.O=S1(=O)CCCC1
total energy = -77414.3715 eV
net charge = 0
HOMO = -10.1 eV